# 1
Below is a cluster of 2 separate species, CH3Cl2N3O in total at a distorted geometry, with properties calculated with ωB97M-V/def2-TZVPD.

Structure (ORCA input):
```
! RIJCOSX wB97M-V def2-TZVPD def2/J DEFGRID3
* xyz 0 1
C 1.72 -0.66 -0.57
N -1.10 -0.14 -0.31
N 2.42 -0.51 0.42
N -0.20 -0.56 0.50
O 1.50 -0.57 -1.74
Cl 4.48 -0.19 0.23
Cl -0.38 -2.24 0.91
H -1.44 -0.73 -1.06
H -1.52 0.78 -0.16
H 2.24 -1.08 1.27
*
```

Results
* LUMO (alpha / beta): -1.38 / -1.43 eV
* energy relative to the best compared isomer or geometry (same formula, charge and spin): 279.13 kJ/mol
* highest occupied orbital energy (alpha / beta): -8.7 / -9.2 eV
* Kohn-Sham gap (alpha / beta): 0.2700 / 0.2847 hartree
* energy: -1199.62521 a.u.

Atomic partial charges in e from the natural (NBO) method, atoms 1 to 8: 0.833 -0.548 -0.644 -0.228 -0.501 -0.196 0.063 0.377

---

# 2
Below is a cluster of 5 separate species, C39H30F7N3O19 in total at a distorted geometry, with properties calculated with ωB97M-V/def2-TZVPD.

Structure (ORCA input):
```
! RIJCOSX wB97M-V def2-TZVPD def2/J DEFGRID3
* xyz 0 1
C 0.72 1.52 -1.23
C 1.14 0.66 -0.28
C 0.39 -0.62 0.11
C -0.96 -0.49 -0.48
N -2.01 -0.39 -0.92
C 1.17 -1.80 -0.56
C 2.69 -1.60 -0.74
N 3.09 -0.98 -2.01
C 0.19 -0.75 1.69
C 0.10 0.63 2.23
N 0.12 1.70 2.62
C -1.17 -1.40 2.11
O -1.92 -0.83 2.84
C -1.68 -2.80 1.61
F -2.97 -2.63 1.35
F -1.10 -3.21 0.46
C -1.59 -3.97 2.66
F -2.73 -4.69 2.54
F -1.57 -3.48 3.89
C -0.42 -4.98 2.45
F 0.71 -4.35 2.05
F -0.17 -5.53 3.64
C -0.73 -6.15 1.47
O -1.31 -7.11 1.84
O -0.28 -5.95 0.20
C 1.37 -1.45 2.42
C 2.52 -0.56 2.84
F 0.82 -1.98 3.60
H 1.47 1.92 -1.91
H -0.32 1.83 -1.35
H 2.06 0.89 0.25
H 0.74 -1.93 -1.56
H 1.03 -2.72 0.00
H 3.14 -1.07 0.11
H 3.12 -2.61 -0.71
H 3.57 -1.65 -2.59
H 2.29 -0.64 -2.53
H 0.67 -6.13 0.16
H 1.73 -2.31 1.86
H 2.82 0.15 2.07
H 2.24 -0.04 3.76
H 3.38 -1.19 3.08
O -5.35 -4.29 1.15
C -6.14 -5.20 0.96
C -7.54 -5.01 0.61
C -8.32 -6.07 0.43
O -9.61 -6.00 0.11
C -7.80 -7.49 0.58
O -8.61 -8.39 0.41
C -6.41 -7.68 0.90
C -5.62 -6.61 1.08
O -4.33 -6.71 1.38
H -7.90 -3.99 0.51
H -9.92 -6.92 0.05
H -6.04 -8.69 0.99
H -3.98 -5.80 1.46
O 2.68 9.05 -1.05
C 2.44 7.88 -1.33
C 2.05 6.88 -0.37
C 1.83 5.62 -0.78
O 1.47 4.64 0.03
C 2.00 5.22 -2.23
O 1.79 4.05 -2.51
C 2.37 6.23 -3.20
C 2.58 7.49 -2.78
O 2.93 8.48 -3.59
H 1.94 7.18 0.66
H 1.38 3.83 -0.51
H 2.47 5.94 -4.23
H 3.03 9.27 -3.02
O 4.93 8.75 0.38
C 5.22 8.96 1.55
C 6.44 8.55 2.20
C 6.62 8.83 3.49
O 7.70 8.51 4.18
C 5.57 9.57 4.31
O 5.83 9.76 5.48
C 4.36 10.00 3.65
C 4.18 9.71 2.35
O 3.10 10.05 1.67
H 7.18 8.02 1.61
H 7.55 8.83 5.09
H 3.62 10.53 4.24
H 3.21 9.72 0.74
O -3.47 -5.73 -6.08
C -2.92 -4.89 -5.38
C -3.11 -4.77 -3.96
C -2.46 -3.79 -3.29
O -2.58 -3.59 -1.99
C -1.54 -2.82 -4.00
O -1.01 -1.97 -3.31
C -1.35 -2.95 -5.43
C -1.99 -3.93 -6.08
O -1.88 -4.13 -7.39
H -3.77 -5.46 -3.46
H -2.04 -2.81 -1.77
H -0.68 -2.26 -5.92
H -2.46 -4.90 -7.59
*
```

Results
* LUMO: -1.64 eV
* SMILES: C=C[C@@](C#N)(CCN)[C@@](C#N)(C(=O)C(F)(F)C(F)(F)C(F)(F)C(=O)O)[C@@H](C)F.O=C1C=C(O)C(=O)C=C1O.O=C1C=C(O)C(=O)C=C1O.O=C1C=C(O)C(=O)C=C1O.O=C1C=C(O)C(=O)C=C1O
* highest occupied orbital energy: -9.5 eV
* Kohn-Sham gap: 0.2896 hartree
* energy: -3796.91563 a.u.

Atomic partial charges in e from the Mulliken method, atoms 1 to 8: -1.593 -0.943 4.700 -1.428 -0.592 -0.926 -1.054 -0.506

---

# 3
Below is a structure of composition HNS3 at a distorted geometry, with properties calculated with ωB97M-V/def2-TZVPD.

Structure (ORCA input):
```
! RIJCOSX wB97M-V def2-TZVPD def2/J DEFGRID3
* xyz 0 1
N 0.11 -0.36 0.68
S 0.12 -0.88 -1.06
S -0.71 1.18 0.37
S 0.58 1.20 -1.31
H -0.10 -1.14 1.32
*
```

Results
* LUMO: -0.70 eV
* energy relative to the best compared isomer or geometry (same formula, charge and spin): 61.82 kJ/mol
* highest occupied orbital energy: -8.2 eV
* Kohn-Sham gap: 0.2763 hartree
* energy: -1249.82866 a.u.

How positive or negative is each atom? The natural (NBO) charges in e answer that: -0.928 0.253 0.289 -0.022 0.408

---

# 4
Below is a structure of composition C27H18Cl2MnN5O5 at a distorted geometry, with properties calculated with ωB97M-V/def2-TZVPD.

Structure (ORCA input):
```
! RIJCOSX wB97M-V def2-TZVPD def2/J DEFGRID3
* xyz -1 2
Mn 0.28 0.11 0.44
O -4.01 5.09 -1.82
C -3.43 4.31 -2.59
O -3.59 4.09 -3.81
C -2.49 3.32 -1.89
C -1.80 2.35 -2.62
C -0.94 1.49 -1.96
N -0.78 1.54 -0.64
C -1.37 2.51 0.05
C -2.23 3.41 -0.53
C -0.91 2.56 1.47
C -1.61 3.23 2.46
C -1.13 3.19 3.75
C 0.02 2.49 4.02
C 0.65 1.84 2.97
N 0.20 1.88 1.72
C 0.01 0.57 -2.63
C -0.23 0.01 -3.88
C 0.73 -0.82 -4.42
C 1.90 -1.06 -3.71
C 2.05 -0.46 -2.47
N 1.13 0.33 -1.94
H -1.94 2.33 -3.69
H -2.71 4.22 0.01
H -2.53 3.75 2.21
H -1.67 3.69 4.55
H 0.42 2.40 5.02
H 1.53 1.23 3.15
H -1.15 0.21 -4.40
H 0.57 -1.29 -5.38
H 2.67 -1.71 -4.10
H 2.94 -0.64 -1.88
N -3.08 -0.74 0.34
C -3.04 -1.16 1.73
C -1.82 -0.85 2.58
O -1.91 -1.01 3.80
O -0.75 -0.44 1.99
H -3.00 0.27 0.27
H -2.30 -1.13 -0.17
H -3.17 -2.25 1.77
H -3.90 -0.75 2.26
Cl -0.44 -4.06 -2.19
C 0.85 -3.70 -1.08
C 1.84 -4.66 -0.86
C 2.88 -4.43 0.00
Cl 4.09 -5.67 0.27
C 2.98 -3.18 0.66
C 4.00 -2.82 1.56
C 4.02 -1.58 2.11
C 3.02 -0.66 1.75
N 2.05 -0.96 0.92
C 1.99 -2.22 0.40
C 0.84 -2.47 -0.43
O -0.08 -1.59 -0.54
H 1.78 -5.61 -1.37
H 4.76 -3.55 1.81
H 4.79 -1.28 2.81
H 3.04 0.36 2.12
*
```

Results
* LUMO (alpha / beta): 1.72 / 1.67 eV
* energy relative to the best compared isomer or geometry (same formula, charge and spin): 118.96 kJ/mol
* highest occupied orbital energy (alpha / beta): -5.4 / -5.2 eV
* Kohn-Sham gap (alpha / beta): 0.2626 / 0.2536 hartree
* energy: -3761.25839 a.u.

Atomic partial charges in e from the natural (NBO) method, atoms 1 to 8: 1.145 -0.741 0.725 -0.740 -0.025 -0.205 0.172 -0.473

---

# 5
Below is a structure of composition C4H11P4 at a distorted geometry, with properties calculated with ωB97M-V/def2-TZVPD.

Structure (ORCA input):
```
! RIJCOSX wB97M-V def2-TZVPD def2/J DEFGRID3
* xyz 1 1
C -2.44 1.38 -0.41
C 0.00 -2.30 -0.56
C 1.41 0.95 1.65
C 1.57 0.63 -1.32
P -1.09 2.29 -0.15
P -2.73 -0.95 0.19
P -0.68 -1.24 0.85
P 0.33 0.66 0.21
H -3.33 1.97 -0.75
H -0.09 -3.23 -0.03
H 1.02 -2.10 -0.88
H -0.59 -2.45 -1.44
H 0.62 1.02 2.44
H 1.94 1.87 1.47
H 2.01 0.06 1.89
H 1.13 -0.13 -2.02
H 2.56 0.52 -0.92
H 1.56 1.68 -1.60
H -3.21 -0.63 1.38
*
```

Results
* LUMO: -4.61 eV
* energy relative to the best compared isomer or geometry (same formula, charge and spin): 145.23 kJ/mol
* highest occupied orbital energy: -13.1 eV
* Kohn-Sham gap: 0.3135 hartree
* energy: -1524.07927 a.u.

Atomic partial charges in e from the natural (NBO) method, atoms 1 to 8: -0.741 -0.917 -0.938 -0.847 0.506 0.350 0.294 0.764

---

# 6
Below is an isolated molecule of C5H9F at a distorted geometry, with properties calculated with ωB97M-V/def2-TZVPD.

Structure (ORCA input):
```
! RIJCOSX wB97M-V def2-TZVPD def2/J DEFGRID3
* xyz 0 1
C -1.49 -1.12 -0.70
C -0.62 -0.18 0.04
C 0.38 -0.51 1.13
C 0.88 0.01 -0.17
C 1.39 1.42 -0.27
F 1.59 -0.90 -0.92
H -0.97 -2.01 -0.88
H -1.78 -0.56 -1.60
H -2.48 -1.43 -0.31
H -1.00 0.86 0.04
H 0.33 0.05 2.14
H 0.27 -1.59 1.15
H 1.81 1.76 -1.28
H 2.34 1.33 0.33
H 0.61 2.03 0.20
*
```

Results
* LUMO: 1.07 eV
* energy relative to the best compared isomer or geometry (same formula, charge and spin): 122.67 kJ/mol
* SMILES: C[C@H]1C[C@@]1(C)F
* highest occupied orbital energy: -9.6 eV
* Kohn-Sham gap: 0.3934 hartree
* energy: -295.71340 a.u.

Atomic partial charges in e from the natural (NBO) method, atoms 1 to 8: -0.617 -0.237 -0.471 0.354 -0.646 -0.353 0.214 0.217

---

# 7
Below is a structure of composition C3H3LuO3 at a distorted geometry, with properties calculated with ωB97M-V/def2-TZVPD.

Structure (ORCA input):
```
! RIJCOSX wB97M-V def2-TZVPD def2/J DEFGRID3
* xyz 2 1
O -0.77 -1.14 -1.33
O -0.78 2.31 -0.17
C -0.31 1.26 0.36
O 0.98 1.13 0.29
C 1.01 -0.39 0.14
H 1.36 -0.80 1.10
C -0.13 -1.26 -0.32
H -0.44 -2.01 0.45
H 1.84 -0.55 -0.57
Lu -2.76 1.46 0.05
*
```

Results
* LUMO (alpha / beta): -12.25 / -12.25 eV
* energy relative to the best compared isomer or geometry (same formula, charge and spin): 0.00 kJ/mol
* highest occupied orbital energy (alpha / beta): -18.2 / -18.2 eV
* Kohn-Sham gap (alpha / beta): 0.2184 / 0.2184 hartree
* energy: -1576.51406 a.u.

Atomic partial charges in e from the natural (NBO) method, atoms 1 to 8: -0.508 -0.759 0.373 -0.374 -0.237 0.248 0.408 0.169

---

# 8
Below is an isolated molecule of C5H9FO at a distorted geometry, with properties calculated with ωB97M-V/def2-TZVPD.

Structure (ORCA input):
```
! RIJCOSX wB97M-V def2-TZVPD def2/J DEFGRID3
* xyz 0 1
C 1.18 1.96 -1.00
O 0.00 1.14 -1.35
C -0.20 0.15 -0.51
C -0.77 -1.15 -1.20
C -0.16 0.08 0.86
C -0.43 -1.09 1.83
F -0.01 1.17 1.60
H 0.84 2.77 -0.30
H 1.85 1.36 -0.33
H 1.98 2.32 -1.71
H 0.08 -1.81 -1.72
H -1.52 -0.99 -2.08
H -1.27 -1.85 -0.61
H 0.35 -1.02 2.73
H -0.55 -2.08 1.38
H -1.35 -0.97 2.39
*
```

Results
* LUMO: 1.00 eV
* energy relative to the best compared isomer or geometry (same formula, charge and spin): 248.77 kJ/mol
* SMILES: CO/C(C)=C(/C)F
* highest occupied orbital energy: -8.2 eV
* Kohn-Sham gap: 0.3391 hartree
* energy: -370.91881 a.u.

Atomic partial charges in e from the natural (NBO) method, atoms 1 to 8: -0.287 -0.496 0.241 -0.652 0.300 -0.674 -0.344 0.197

---

# 9
Below is a cluster of 3 separate species, C35H73BBrNO14P in total, with properties calculated with ωB97M-V/def2-TZVPD.

Structure (ORCA input):
```
! RIJCOSX wB97M-V def2-TZVPD def2/J DEFGRID3
* xyz -1 1
C -5.35 -0.90 1.70
C -5.48 -0.13 0.37
C -6.24 1.20 0.44
C -5.33 2.43 0.56
C -4.74 2.67 1.94
C -3.73 3.83 1.94
C -2.43 3.45 1.22
C -1.17 3.30 2.08
B 0.04 2.74 1.14
C 1.01 3.98 0.52
C 2.36 3.84 1.05
O 3.34 3.43 0.53
O 2.38 4.26 2.40
C 2.88 3.40 3.35
C 2.00 3.41 4.55
O 3.88 2.77 3.22
O 0.98 1.73 1.82
C 1.35 0.91 0.74
P 2.78 -0.17 1.15
O 2.86 -0.82 -0.36
Br 2.11 -2.03 2.30
C 0.02 0.62 0.06
C 0.11 0.05 -1.35
C 1.02 0.76 -2.36
C 0.24 1.20 -3.60
C -0.67 2.40 -3.32
N 0.14 3.59 -3.02
C -0.96 -0.31 0.83
O -1.58 0.14 2.03
C -1.01 -0.44 3.20
C -1.84 -0.17 4.45
O -1.21 0.76 5.32
C -1.96 1.05 6.48
C -2.12 2.55 6.66
O -0.50 1.92 0.00
H -4.32 -0.93 2.03
H -5.95 -0.44 2.48
H -5.68 -1.94 1.59
H -4.48 0.06 -0.01
H -5.97 -0.78 -0.37
H -6.83 1.31 -0.47
H -6.95 1.18 1.28
H -4.53 2.31 -0.18
H -5.89 3.33 0.26
H -4.20 1.77 2.26
H -5.56 2.85 2.64
H -4.22 4.70 1.49
H -3.50 4.12 2.97
H -2.21 4.19 0.45
H -2.60 2.50 0.70
H -0.95 4.28 2.52
H -1.33 2.62 2.92
H 0.57 4.94 0.80
H 1.07 3.93 -0.57
H 1.45 4.34 4.63
H 2.60 3.24 5.44
H 1.29 2.59 4.42
H 1.92 1.52 0.01
H 3.31 -1.68 -0.33
H -0.92 0.13 -1.73
H 0.34 -1.01 -1.28
H 1.82 0.08 -2.66
H 1.46 1.66 -1.93
H -0.38 0.37 -3.93
H 0.92 1.47 -4.41
H -1.32 2.56 -4.20
H -1.31 2.19 -2.46
H 0.63 3.87 -3.86
H -0.46 4.36 -2.77
H -1.78 -0.50 0.13
H -0.46 -1.27 1.01
H 0.00 -0.06 3.37
H -0.96 -1.52 3.05
H -1.96 -1.11 4.99
H -2.84 0.18 4.18
H -1.43 0.63 7.35
H -2.94 0.57 6.43
H -1.14 3.02 6.71
H -2.67 2.98 5.83
H -2.65 2.77 7.59
C -5.06 -7.37 -3.18
O -4.64 -6.04 -3.23
C -5.59 -5.15 -2.66
C -4.98 -3.81 -2.36
O -4.22 -3.77 -1.17
C -2.89 -4.28 -1.24
C -1.91 -3.32 -1.88
O -2.00 -3.37 -3.29
C -1.38 -2.24 -3.87
H -5.99 -7.52 -3.74
H -4.28 -7.98 -3.64
H -5.21 -7.71 -2.15
H -5.99 -5.58 -1.74
H -6.42 -5.02 -3.37
H -5.80 -3.11 -2.19
H -4.40 -3.45 -3.22
H -2.86 -5.25 -1.74
H -2.59 -4.41 -0.20
H -0.89 -3.60 -1.57
H -2.11 -2.31 -1.52
H -1.88 -1.32 -3.55
H -1.46 -2.33 -4.96
H -0.32 -2.18 -3.60
C 10.15 -1.38 -4.47
O 9.06 -1.08 -3.65
C 7.88 -1.74 -4.06
C 6.83 -1.71 -2.97
O 7.04 -2.67 -1.95
C 7.98 -2.32 -0.94
C 7.44 -1.35 0.08
O 7.47 -0.03 -0.41
C 6.60 0.82 0.32
H 9.97 -1.09 -5.52
H 11.01 -0.83 -4.10
H 10.38 -2.46 -4.46
H 8.10 -2.78 -4.32
H 7.47 -1.24 -4.95
H 5.88 -1.99 -3.43
H 6.73 -0.70 -2.56
H 8.90 -1.94 -1.37
H 8.19 -3.26 -0.43
H 8.04 -1.42 1.00
H 6.41 -1.64 0.34
H 5.57 0.46 0.24
H 6.67 1.81 -0.11
H 6.88 0.86 1.38
*
```

Results
* LUMO: 2.31 eV
* highest occupied orbital energy: -5.2 eV
* Kohn-Sham gap: 0.2771 hartree
* energy: -5425.79475 a.u.

Atomic partial charges in e from the Mulliken method, atoms 1 to 8: -0.864 0.883 -1.303 -0.270 -0.005 -1.388 0.814 -0.549